# 1
Formula: C20H49BBrFN4O7P
Source: the Open Molecules 2025 dataset
Level of theory: the ωB97M-V functional and the def2-TZVPD basis

```
84
C20H49BBrFN4O7P | the Open Molecules 2025 dataset | the ωB97M-V functional and the def2-TZVPD basis
C -0.402 -0.048 -1.613
B -0.310 -0.564 -3.186
O -0.288 0.543 -4.208
C -0.194 -2.178 -3.633
P 1.696 -2.389 -4.070
O 2.177 -1.042 -5.125
Br 3.007 -2.138 -2.233
N -0.469 -3.075 -2.458
C -0.895 -4.495 -2.811
C 0.303 -5.491 -3.275
C 0.557 -5.674 -4.867
C 0.830 -7.306 -5.116
O 0.881 -7.670 -6.544
C -2.184 -4.374 -3.792
N -2.072 -3.511 -4.998
C -1.000 -2.483 -5.004
F -0.017 -2.816 -6.102
H -1.075 0.936 -1.628
H 0.647 0.295 -1.178
H -0.940 -0.792 -0.889
H -1.157 1.031 -4.109
H 2.750 -0.418 -4.556
H -1.305 -2.661 -1.946
H 0.293 -3.150 -1.749
H -1.309 -4.944 -1.783
H 0.157 -6.544 -2.739
H 1.313 -5.058 -2.808
H -0.324 -5.398 -5.580
H 1.546 -5.141 -5.258
H -0.010 -7.972 -4.593
H 1.869 -7.554 -4.625
H 0.872 -6.771 -7.025
H -3.135 -4.029 -3.172
H -2.448 -5.478 -4.162
H -2.992 -2.980 -5.065
H -1.495 -1.457 -5.361
C -2.823 -1.281 1.455
O -2.744 -0.037 0.771
C -4.020 0.492 0.392
C -4.387 1.715 1.254
N -4.690 1.324 2.636
C -4.746 2.447 3.575
C -3.474 3.309 3.747
O -2.389 2.635 4.387
C -1.628 1.796 3.530
H -1.819 -1.711 1.495
H -3.171 -1.141 2.482
H -3.477 -1.982 0.931
H -4.810 -0.271 0.412
H -3.918 0.826 -0.647
H -5.258 2.214 0.820
H -3.541 2.406 1.213
H -3.981 0.673 2.959
H -4.991 2.019 4.554
H -5.582 3.096 3.300
H -3.739 4.138 4.413
H -3.147 3.775 2.813
H -1.556 2.189 2.515
H -2.047 0.790 3.531
H -0.616 1.720 3.939
C 6.357 3.309 3.885
O 5.410 4.052 4.642
C 5.090 5.326 4.070
C 3.666 5.324 3.483
N 3.585 4.492 2.277
C 2.216 4.197 1.845
C 1.294 3.442 2.831
O 1.672 2.084 3.064
C 2.716 1.915 4.011
H 6.706 2.477 4.502
H 5.896 2.890 2.985
H 7.218 3.922 3.612
H 5.835 5.648 3.328
H 5.118 6.049 4.892
H 3.376 6.349 3.236
H 2.995 4.958 4.264
H 4.061 3.612 2.449
H 2.302 3.588 0.938
H 1.731 5.132 1.549
H 0.303 3.396 2.368
H 1.155 3.976 3.776
H 2.683 2.659 4.808
H 3.681 1.931 3.503
H 2.611 0.925 4.462
```

Properties
highest occupied orbital energy: -10.259 eV
molecular weight: 598.32 g mol⁻¹
E: -4576.7850 hartree
frontier orbital gap: 6.589 eV
charge: +1

Results of the Mulliken charge analysis, in e, for atoms 1 through 2: -0.4634 0.5926


# 2
Formula: C33H38IN5O4S3SeZr
Source: the Open Molecules 2025 dataset
Level of theory: the ωB97M-V functional and the def2-TZVPD basis

```
86
C33H38IN5O4S3SeZr | the Open Molecules 2025 dataset | the ωB97M-V functional and the def2-TZVPD basis
Zr -1.182 -0.014 -0.659
C 0.417 -1.548 -4.515
C 0.243 -0.445 -3.502
O -0.537 -0.727 -2.520
C 0.912 0.740 -3.650
C 0.742 1.869 -2.788
C 1.455 3.147 -3.147
N -0.038 1.821 -1.760
N -0.218 3.022 -1.069
C -1.398 2.967 -0.522
O -2.224 1.994 -0.685
C -1.811 4.089 0.370
C -3.061 4.046 0.978
C -3.455 5.062 1.837
C -2.604 6.130 2.097
C -1.352 6.172 1.494
C -0.958 5.158 0.636
H 0.995 -2.356 -4.062
H -0.563 -1.952 -4.772
H 0.929 -1.202 -5.412
H 1.560 0.858 -4.508
H 2.100 2.994 -4.012
H 0.735 3.939 -3.360
H 2.048 3.484 -2.295
H -3.687 3.186 0.773
H -4.428 5.020 2.313
H -2.909 6.918 2.777
H -0.675 6.990 1.710
H 0.020 5.160 0.173
C 5.067 -2.364 0.070
C 3.698 -2.569 0.708
N 3.245 -1.393 1.420
C 3.491 -1.361 2.854
C 2.350 -1.997 3.642
C 2.467 -0.447 0.820
S 2.104 -0.558 -0.819
N 2.105 0.553 1.663
C 0.963 1.198 1.595
O -0.052 0.945 0.908
C 0.795 2.308 2.595
C 1.883 2.993 3.121
C 1.686 4.017 4.036
C 0.399 4.343 4.449
C -0.689 3.650 3.935
C -0.493 2.643 3.001
H 5.404 -3.276 -0.428
H 5.810 -2.089 0.823
H 5.002 -1.565 -0.668
H 3.724 -3.400 1.418
H 2.964 -2.810 -0.059
H 3.627 -0.327 3.163
H 4.429 -1.898 3.038
H 1.414 -1.493 3.402
H 2.534 -1.925 4.718
H 2.233 -3.050 3.379
H 2.876 2.710 2.798
H 2.536 4.562 4.430
H 0.245 5.144 5.163
H -1.694 3.913 4.239
H -1.328 2.107 2.565
S 1.831 -5.084 -2.599
C 0.626 -4.004 -1.895
N -0.520 -4.038 -2.450
C -0.570 -4.940 -3.487
C -1.683 -5.179 -4.292
C -1.581 -6.109 -5.309
C -0.385 -6.799 -5.538
C 0.732 -6.565 -4.756
C 0.634 -5.630 -3.731
H 0.842 -3.349 -1.052
H -2.589 -4.620 -4.098
H -2.435 -6.305 -5.945
H -0.331 -7.521 -6.344
H 1.659 -7.092 -4.945
C -5.278 -0.083 1.760
S -3.661 -0.870 1.537
C -3.277 -1.077 3.287
O -2.815 0.303 1.135
H -5.941 -0.734 2.330
H -5.665 0.066 0.752
H -5.134 0.875 2.259
H -3.978 -1.776 3.745
H -3.310 -0.101 3.771
H -2.265 -1.482 3.289
Se -0.872 -2.144 0.705
I -3.887 -0.832 -2.026
```

Properties
highest occupied orbital energy: -0.824 eV
molecular weight: 961.99 g mol⁻¹
E: -5796.0751 hartree
frontier orbital gap: 4.846 eV
charge: -2

Results of the Mulliken charge analysis, in e, for atoms 1 through 2: -0.5548 -1.2632